Record 1
Formula: C83H118KN3O7P2S2Se2Si
Source: the OMol25 dataset
Level of theory: ωB97M-V with the def2-TZVPD basis set

ORCA input file:
```
! RIJCOSX wB97M-V def2-TZVPD def2/J DEFGRID3
* xyz -2 1
K -0.255 0.024 0.964
C 1.016 -7.748 -1.400
C 2.113 -6.682 -1.247
C 2.969 -6.659 -2.524
C 3.021 -7.091 -0.085
C 1.468 -5.315 -1.018
C 1.580 -4.613 0.179
C 0.980 -3.378 0.322
Se 1.095 -2.412 1.986
C -0.627 -2.988 2.632
C -0.784 -4.343 2.810
C -2.013 -4.881 3.188
C -3.052 -3.973 3.350
C -2.937 -2.595 3.171
C -1.666 -2.022 2.830
O -1.411 -0.779 2.702
C -4.234 -1.778 3.336
C -4.089 -0.286 3.010
C -5.315 -2.331 2.388
C -4.734 -1.889 4.786
C -2.155 -6.390 3.360
C -3.569 -6.802 3.776
C -1.179 -6.883 4.440
C -1.825 -7.088 2.030
C 0.230 -2.727 -0.712
O -0.236 -1.566 -0.501
C 0.103 -3.471 -1.933
C 0.711 -4.715 -2.026
C -0.661 -2.969 -3.171
C -1.244 -1.556 -3.044
C -1.833 -3.923 -3.461
C 0.293 -2.945 -4.379
H 1.452 -8.739 -1.571
H 0.362 -7.508 -2.239
H 0.404 -7.787 -0.497
H 3.429 -7.637 -2.699
H 3.761 -5.912 -2.435
H 2.369 -6.403 -3.398
H 3.488 -8.056 -0.301
H 2.454 -7.190 0.842
H 3.811 -6.352 0.069
H 2.147 -5.001 1.016
H 0.073 -4.982 2.624
H -4.026 -4.358 3.632
H -3.767 -0.152 1.978
H -3.349 0.188 3.650
H -5.058 0.210 3.151
H -4.943 -2.323 1.361
H -6.217 -1.711 2.437
H -5.597 -3.354 2.638
H -3.999 -1.454 5.466
H -4.891 -2.929 5.077
H -5.682 -1.352 4.908
H -3.840 -6.356 4.736
H -3.620 -7.890 3.878
H -4.302 -6.497 3.027
H -1.403 -6.403 5.395
H -0.151 -6.638 4.174
H -1.255 -7.969 4.567
H -2.531 -6.777 1.257
H -1.879 -8.178 2.137
H -0.825 -6.821 1.687
H 0.588 -5.265 -2.955
H -1.977 -1.498 -2.241
H -1.726 -1.291 -3.993
H -0.468 -0.823 -2.827
H -2.525 -3.918 -2.616
H -1.491 -4.949 -3.612
H -2.375 -3.605 -4.358
H 1.154 -2.309 -4.156
H -0.218 -2.540 -5.258
H 0.664 -3.941 -4.631
C 0.860 6.568 5.742
S 2.081 6.724 4.407
C 3.106 5.237 4.682
C 2.685 4.021 3.874
C 1.293 3.555 4.281
N 0.884 2.276 3.705
P 1.622 0.754 4.079
C 2.242 1.135 5.792
C 3.540 1.461 6.176
C 3.833 1.766 7.499
C 2.837 1.745 8.464
C 1.540 1.409 8.099
C 1.254 1.102 6.779
C 3.190 0.810 3.136
C 3.341 1.630 2.027
C 4.545 1.680 1.338
C 5.607 0.891 1.749
C 5.440 0.003 2.807
C 4.235 -0.054 3.484
P -0.751 1.981 3.212
C -1.637 3.260 4.240
C -2.004 4.541 3.825
C -2.666 5.401 4.690
C -2.978 4.999 5.982
C -2.631 3.723 6.404
C -1.972 2.865 5.536
C -0.925 2.842 1.598
C 0.119 3.610 0.825
C -0.521 4.646 -0.068
C -1.731 4.470 -0.585
C -2.597 3.322 -0.179
C -2.151 2.695 1.092
H 0.336 7.520 5.792
H 1.372 6.384 6.686
H 0.147 5.772 5.535
H 3.075 5.028 5.754
H 4.119 5.543 4.419
H 3.407 3.224 4.058
H 2.711 4.241 2.804
H 0.575 4.307 3.957
H 1.246 3.510 5.378
H 4.336 1.473 5.443
H 4.847 2.030 7.777
H 3.071 1.980 9.495
H 0.757 1.385 8.847
H 0.246 0.819 6.492
H 2.532 2.254 1.667
H 4.606 2.339 0.481
H 6.557 0.944 1.230
H 6.249 -0.662 3.093
H 4.102 -0.759 4.298
H -1.772 4.868 2.819
H -2.943 6.394 4.354
H -3.497 5.672 6.653
H -2.889 3.396 7.404
H -1.723 1.856 5.848
H 0.852 4.081 1.490
H 0.127 5.443 -0.412
H -2.121 5.125 -1.357
H -3.651 3.598 -0.128
H -2.893 2.107 1.634
C 6.893 -2.149 -1.291
C 5.994 -3.156 -0.572
C 4.553 -2.679 -0.375
C 3.629 -2.816 -1.580
N 3.773 -1.787 -2.588
C 3.094 -0.582 -2.531
Se 2.089 0.089 -1.218
N 3.319 0.036 -3.751
C 2.786 1.346 -4.082
C 3.379 2.509 -3.264
C 4.892 2.441 -3.072
C 5.695 2.670 -4.353
C 4.089 -0.770 -4.556
C 4.561 -0.623 -5.849
C 5.325 -1.658 -6.388
C 5.593 -2.809 -5.661
C 5.114 -2.966 -4.361
C 4.368 -1.935 -3.818
H 7.922 -2.513 -1.342
H 6.892 -1.198 -0.756
H 6.555 -1.963 -2.309
H 6.426 -3.362 0.413
H 5.993 -4.106 -1.120
H 4.539 -1.636 -0.062
H 4.090 -3.256 0.431
H 2.604 -2.751 -1.218
H 3.754 -3.785 -2.069
H 1.709 1.318 -3.899
H 2.954 1.491 -5.151
H 2.909 2.538 -2.276
H 3.116 3.440 -3.779
H 5.154 1.468 -2.646
H 5.167 3.196 -2.332
H 5.491 1.892 -5.090
H 6.768 2.658 -4.147
H 5.444 3.638 -4.794
H 4.342 0.258 -6.437
H 5.713 -1.559 -7.394
H 6.182 -3.600 -6.107
H 5.319 -3.868 -3.800
O 0.801 2.725 -0.041
O 2.113 3.282 -0.354
C -1.789 3.859 -6.089
C -1.398 3.891 -4.612
C -0.542 5.115 -4.305
C -0.620 2.632 -4.237
O -2.619 4.035 -3.862
Si -3.535 2.935 -3.094
S -2.551 1.969 -1.466
O -4.826 3.686 -2.467
C -5.604 4.866 -2.480
C -4.878 5.977 -1.721
C -6.914 4.514 -1.773
C -5.858 5.319 -3.917
O -3.984 1.821 -4.211
C -4.993 0.791 -4.220
C -4.440 -0.350 -5.068
C -5.346 0.255 -2.833
C -6.237 1.391 -4.876
H -0.901 3.788 -6.719
H -2.336 4.768 -6.347
H -2.432 2.997 -6.275
H 0.379 5.068 -4.888
H -0.279 5.123 -3.246
H -1.074 6.036 -4.551
H 0.286 2.572 -4.843
H -1.219 1.735 -4.409
H -0.329 2.658 -3.186
H -4.734 5.698 -0.677
H -5.456 6.901 -1.763
H -3.902 6.144 -2.178
H -6.686 4.055 -0.810
H -7.479 3.790 -2.364
H -7.526 5.402 -1.610
H -4.914 5.612 -4.380
H -6.545 6.166 -3.924
H -6.284 4.507 -4.509
H -3.551 -0.758 -4.588
H -4.174 0.005 -6.065
H -5.187 -1.140 -5.161
H -4.455 -0.136 -2.347
H -6.083 -0.543 -2.929
H -5.748 1.049 -2.204
H -6.001 1.744 -5.881
H -6.577 2.238 -4.278
H -7.036 0.650 -4.937
*
```

Results
LUMO	3.3887	eV
energy relative to the best compared isomer or geometry (same formula, charge and spin)	0.0	kcal per mole
HOMO-LUMO gap	5.28	eV

These are the Mulliken partial charges, in e, on atoms 1 to 8: atom 1 (K): 2.82, atom 2 (C): -1.60, atom 3 (C): 1.98, atom 4 (C): -1.58, atom 5 (C): -1.96, atom 6 (C): 0.67, atom 7 (C): -0.55, atom 8 (C): -0.16


Record 2
Formula: C22H28BO3
Source: the OMol25 dataset
Level of theory: ωB97M-V with the def2-TZVPD basis set

ORCA input file:
```
! RIJCOSX wB97M-V def2-TZVPD def2/J DEFGRID3
* xyz 1 1
C -5.421 -1.628 3.219
C -4.670 -0.926 2.192
C -5.122 -0.496 0.952
C -3.967 -0.200 0.189
C -2.842 -0.204 1.042
B -1.641 -1.405 0.459
O -1.604 -1.497 -0.901
C -0.349 -0.765 -1.034
C 0.305 -1.447 -2.223
C -0.734 0.643 -1.431
C 0.381 -0.895 0.421
C 1.787 -1.428 0.269
C 0.354 0.345 1.323
O -0.514 -1.819 1.132
O -3.333 -0.746 2.296
H -6.340 -1.990 2.751
H -4.889 -2.485 3.625
H -5.722 -0.919 3.992
H -6.153 -0.415 0.660
H -3.977 0.063 -0.878
H 1.087 -0.837 -2.678
H 0.713 -2.415 -1.938
H -0.451 -1.650 -2.993
H -0.203 1.408 -0.870
H -0.528 0.856 -2.487
H -1.807 0.825 -1.289
H 2.401 -1.016 1.075
H 1.786 -2.518 0.344
H 2.227 -1.102 -0.690
H 1.305 0.894 1.370
H -0.431 1.060 1.033
H 0.069 0.060 2.355
C -3.536 2.621 -0.347
C -2.527 3.397 -1.247
C -1.504 3.824 -0.252
C -1.527 3.018 0.874
C -2.727 2.138 0.908
C -3.440 2.357 2.183
C -2.667 2.570 3.346
C -3.130 3.440 4.328
C -4.426 3.964 4.235
C -5.268 3.562 3.183
C -4.806 2.658 2.227
H -4.228 3.395 0.020
H -4.157 1.901 -0.882
H -2.081 2.675 -1.949
H -3.009 4.178 -1.847
H -0.828 4.649 -0.442
H -0.831 3.166 1.705
H -1.647 2.172 3.411
H -2.472 3.710 5.160
H -4.810 4.639 5.009
H -6.303 3.919 3.107
H -5.457 2.313 1.429
*
```

Results
LUMO	-4.9336	eV
energy relative to the best compared isomer or geometry (same formula, charge and spin)	27.4	kcal per mole
HOMO-LUMO gap	7.02	eV

These are the Mulliken partial charges, in e, on atoms 1 to 8: atom 1 (C): -1.37, atom 2 (C): 0.72, atom 3 (C): -1.89, atom 4 (C): -0.71, atom 5 (C): 1.14, atom 6 (B): 0.98, atom 7 (O): -0.70, atom 8 (C): 1.53


Which of these has the lowest energy relative to the best compared isomer or geometry (same formula, charge and spin)? C83H118KN3O7P2S2Se2Si